# 1
Here is an isolated ion of composition C7H11N5 and charge +2 from the OMol25 dataset. Energies are from the ωB97M-V functional and the def2-TZVPD basis.

```
23
Properties=species:S:1:pos:R:3:forces:R:3
C -1.708777 -0.853583 0.778840 -0.753 0.849 0.278
N -0.549268 -0.506127 -0.226136 0.015 -1.180 2.493
C -1.213076 0.336329 -1.198465 -0.610 -0.316 -3.201
C 0.698095 0.177724 0.384417 -0.140 1.698 -0.077
C 1.612268 -0.835015 1.473360 -1.858 0.266 0.270
N 2.601168 -1.454126 1.067173 0.767 -1.460 -0.585
C 3.005949 -1.432390 -0.340892 0.296 2.068 2.782
N 2.665375 -0.363439 -0.914305 1.006 0.246 -2.437
C 1.872771 0.567850 -0.527070 -1.331 -0.858 0.830
N 2.054857 1.894388 -0.385239 3.837 -1.895 -2.721
C 1.129000 2.377881 0.411997 -3.381 -1.469 1.492
N 0.256357 1.492899 0.833245 1.034 0.374 0.257
H -1.819603 0.055713 1.345630 0.266 0.140 0.699
H -2.666924 -0.865006 0.233946 0.724 -0.337 -0.365
H -1.707118 -1.756666 1.407668 1.057 0.266 -0.467
H -0.338246 -1.405568 -0.651966 0.620 0.006 -0.224
H -1.809313 1.101899 -0.752991 -0.173 0.406 0.597
H -0.490702 0.821808 -1.913050 -0.720 -0.778 0.566
H -1.923595 -0.401796 -1.703179 1.001 1.405 0.072
H 1.180664 -1.019379 2.509775 0.455 0.612 -1.342
H 3.818611 -2.070108 -0.657106 -0.526 -0.735 -0.404
H 2.825492 2.466882 -0.813470 -0.806 -0.928 0.522
H 1.162727 3.418719 0.470102 -0.779 1.620 0.963
```
Forces are in eV/Å.

As for the net charge: +2. Its structure (SMILES) is C[NH+](C)[C@@]12C=NC=NC1=[NH+]C=N2.

Charges per atom according to Mulliken partitioning, unit e:
1. C -0.86
2. N -0.12
3. C -0.85
4. C 0.74
5. C 0.00
6. N -0.32
7. C -0.09
8. N -0.21
9. C 0.12
10. N 0.02
11. C -0.28
12. N -0.61
13. H 0.46
14. H 0.37
15. H 0.34
16. H 0.41
17. H 0.44
18. H 0.33
19. H 0.44
20. H 0.44
21. H 0.43
22. H 0.34
23. H 0.47

***

# 2
Here is a 2-piece molecular cluster, C8H11NO overall from the OMol25 dataset. Energies are from the ωB97M-V functional and the def2-TZVPD basis.

```
21
Properties=species:S:1:pos:R:3:forces:R:3
C -0.259406 -2.055457 2.698026 0.021 0.094 0.116
C 0.759283 -2.931417 2.321126 0.130 -0.002 0.076
C 0.587974 -3.766837 1.216686 0.109 -0.091 -0.042
C -0.602036 -3.726307 0.489137 -0.016 -0.088 -0.121
C -1.620726 -2.850357 0.866036 -0.126 0.008 -0.083
C -1.449416 -2.014927 1.970476 -0.106 0.099 0.036
H -0.124606 -1.398077 3.567085 -0.066 -0.321 -0.417
H 1.695683 -2.963307 2.893616 -0.455 0.014 -0.276
H 1.389563 -4.456116 0.920107 -0.390 0.333 0.145
H -0.736836 -4.383696 -0.379933 0.064 0.317 0.423
H -2.557125 -2.818467 0.293537 0.451 -0.019 0.279
H -2.251005 -1.325657 2.267046 0.384 -0.336 -0.140
C -0.273836 4.470320 -1.779792 -0.396 0.397 0.113
C 0.984863 4.098251 -2.532362 0.348 0.223 -0.353
N 1.436433 2.829701 -2.298362 0.151 -0.478 0.102
O 1.562953 4.862020 -3.293012 -0.374 -0.492 0.491
H -0.555186 5.505980 -2.034502 0.189 -0.530 0.097
H -0.114306 4.406951 -0.690233 -0.051 -0.043 -0.404
H -1.107756 3.801971 -2.052712 0.337 0.194 0.128
H 0.950733 2.193201 -1.661583 0.462 0.523 -0.569
H 2.284753 2.522231 -2.780382 -0.667 0.198 0.398
```
Forces are in eV/Å.

As for the net charge: 0. Its structure (SMILES) is c1ccccc1.CC(N)=O.

Charges per atom according to Mulliken partitioning, unit e:
1. C -0.33
2. C -0.32
3. C -0.33
4. C -0.32
5. C -0.33
6. C -0.35
7. H 0.33
8. H 0.33
9. H 0.33
10. H 0.33
11. H 0.33
12. H 0.34
13. C -0.96
14. C 0.66
15. N -0.39
16. O -0.61
17. H 0.27
18. H 0.30
19. H 0.30
20. H 0.20
21. H 0.23

***

We obtain energy relative to the best compared isomer or geometry (same formula, charge and spin) values of 96.11 0.00 kcal/mol for the records listed above, in that order.
We obtain DFT total energy values of -546.3391 -441.4476 hartree for the records listed above, in that order.